This record from the Open Molecules 2025 dataset describes a cluster of 2 separate species, C2H8IN2 in total. The level of theory is ωB97M-V/def2-TZVPD.

```
13
Properties=species:S:1:pos:R:3:forces:R:3
C 0.76224 -1.10529 -0.19075 1.6 -3.2 -0.6
C 0.66857 1.18964 0.24413 -0.1 3.2 1.7
N -0.64089 -1.30811 -0.21439 -1.3 0.2 0.3
N -0.69870 1.24068 -0.11686 -0.4 0.1 -0.3
I 1.11386 1.52654 2.26837 -0.1 -0.2 -0.9
H 1.28502 -1.11162 -1.13050 -0.1 0.3 -0.2
H 1.31650 -1.44161 0.66756 -0.2 0.2 0.2
H 1.37394 1.57375 -0.47146 0.2 -0.1 -0.2
H -1.03962 -0.23131 -0.22718 0.4 -0.8 0.0
H -0.96480 -1.78102 0.63362 -0.1 0.0 -0.2
H -1.33005 1.60152 0.59157 0.1 0.2 0.0
H -0.96277 -1.82257 -1.03478 0.0 -0.1 0.0
H -0.88329 1.66942 -1.01934 0.0 0.3 0.1
```
Positions in Å, forces in eV/Å.

- total charge = +1
- expectation value of S² = 2.01
- DFT total energy (hartree) = -487.77936
- multiplicity = 3
- LUMO level (alpha / beta) (eV) = -3.27 / -6.06

***

This record from the Open Molecules 2025 dataset describes a cluster of 2 separate species, C2H8IN3 in total. The level of theory is ωB97M-V/def2-TZVPD.

```
14
Properties=species:S:1:pos:R:3:forces:R:3
C -1.38343 -0.50656 -0.38734 -0.2 -0.2 -1.0
C 1.87697 -0.02054 -0.14854 -0.5 -0.5 -0.1
N -2.27319 0.01991 -1.22426 -1.1 -2.2 4.3
N -1.66132 -1.07382 0.73611 -4.8 1.7 -0.4
N 2.38747 1.06327 0.70129 1.6 -1.1 0.6
I 3.17210 -0.78034 -1.43718 0.2 0.2 0.1
H -0.34789 -0.54085 -0.59173 1.0 0.4 -1.0
H -1.95020 0.52925 -1.95492 0.8 1.8 -2.8
H -3.28553 0.00355 -0.96992 1.2 0.2 -0.7
H -1.10421 -1.61236 1.31876 1.4 -1.0 1.0
H -2.67163 -0.93301 0.97620 1.3 -0.9 0.5
H 3.27200 1.56405 0.35849 -1.1 -0.5 1.2
H 1.61033 1.62821 0.93324 -1.2 2.1 -0.7
H 2.35854 0.65924 1.68981 1.5 0.0 -1.0
```
Positions in Å, forces in eV/Å.

- total charge = +2
- DFT total energy (hartree) = -542.20559
- LUMO level (alpha / beta) (eV) = -9.66 / -9.66

***

This record from the Open Molecules 2025 dataset describes a structure of composition C2H8InN4O2. The level of theory is ωB97M-V/def2-TZVPD.

```
17
Properties=species:S:1:pos:R:3:forces:R:3
In -2.35637 2.84948 0.16590 -0.1 -0.5 0.3
C -1.78260 -0.99507 -0.81918 -1.1 2.9 -0.1
O -2.44894 -0.03145 -0.43114 -0.6 -0.1 0.9
N -0.83105 -0.85312 -1.68539 2.0 0.9 -1.4
N -1.76173 -2.22094 -0.31192 -0.9 -1.5 1.7
H -0.27290 -1.60896 -2.05592 0.3 -0.1 -0.7
H -0.66928 0.12807 -1.86204 0.6 0.0 -1.3
H -2.34896 -2.34083 0.50104 -0.7 -1.0 0.8
H -0.94554 -2.79563 -0.46576 -0.1 -1.2 -0.2
C 1.19857 1.08603 1.05732 -5.6 -0.3 -0.1
O 0.00283 1.40976 1.22914 0.1 0.1 -0.3
N 2.17120 1.93191 1.01586 2.6 3.0 0.9
N 1.56012 -0.08743 0.64819 1.5 -2.6 -0.8
H 3.14850 1.67737 1.00184 1.0 0.2 0.0
H 1.88870 2.88776 1.17906 0.5 1.1 0.1
H 0.90422 -0.79999 0.36154 0.1 -0.1 0.4
H 2.54323 -0.23695 0.47146 0.5 -0.9 0.0
```
Positions in Å, forces in eV/Å.

- total charge = +4
- expectation value of S² = 1.80
- DFT total energy (hartree) = -638.55603
- multiplicity = 2
- LUMO level (alpha / beta) (eV) = -22.11 / -20.60

***

This record from the Open Molecules 2025 dataset describes a structure of composition C2H8InO2. The level of theory is ωB97M-V/def2-TZVPD.

```
13
Properties=species:S:1:pos:R:3:forces:R:3
In 22.26924 -17.53270 20.83104 0.0 -0.5 -0.3
C 17.16371 -18.42567 19.33005 -1.6 -0.4 0.3
C 18.29797 -17.49749 19.83218 2.6 0.0 -2.0
O 19.38243 -18.22101 20.27575 -1.3 -0.1 0.2
H 17.55423 -19.08934 18.54120 0.8 -0.2 0.5
H 16.45922 -17.70886 18.85485 0.0 0.4 0.6
H 16.60647 -18.98125 20.09797 -0.3 -0.1 -0.3
H 17.83678 -16.77872 20.58266 -0.7 -0.1 0.4
H 18.70795 -16.84266 19.03966 -0.1 0.4 0.4
H 19.06944 -18.96282 20.86954 0.3 0.2 -0.1
O 21.96079 -20.02142 19.44345 0.4 0.0 0.4
H 22.44839 -20.69748 19.96404 -0.2 0.1 -0.2
H 21.42754 -20.53638 18.80017 0.1 0.3 0.2
```
Positions in Å, forces in eV/Å.

- total charge = +3
- DFT total energy (hartree) = -420.07919
- LUMO level (eV) = -20.48

***

This record from the Open Molecules 2025 dataset describes a cluster of 2 separate species, C2H8N in total. The level of theory is ωB97M-V/def2-TZVPD.

```
11
Properties=species:S:1:pos:R:3:forces:R:3
N -1.35275 1.30462 -0.19274 -1.2 0.3 -2.7
H -0.36674 1.39868 -0.05402 1.4 0.0 -0.9
H -1.76713 1.75862 -1.09493 1.2 -0.1 2.2
H -1.53268 0.31341 -0.38117 0.0 -0.1 0.9
H -1.67317 1.68456 0.68008 -1.4 0.0 0.4
C 1.12513 -0.75767 0.80000 0.7 0.8 -3.3
C 0.75586 -1.02824 -0.49540 1.0 0.7 -0.6
H 2.08703 -0.23792 1.05671 -1.1 -0.8 -0.1
H 0.37070 -0.97289 1.51631 0.0 -0.3 1.0
H 1.26352 -0.83002 -1.55972 -0.5 -0.3 3.0
H -0.19824 -1.53135 -0.64171 0.0 -0.1 0.1
```
Positions in Å, forces in eV/Å.

- total charge = +1
- DFT total energy (hartree) = -135.43475
- LUMO level (eV) = -4.31

***

This record from the Open Molecules 2025 dataset describes a cluster of 2 separate species, C2H8N2 in total. The level of theory is ωB97M-V/def2-TZVPD.

```
12
Properties=species:S:1:pos:R:3:forces:R:3
N -5.78955 2.23799 1.60597 -1.4 -1.0 1.3
H -5.51904 3.13859 1.31456 0.5 0.7 -0.2
H -5.35139 1.43771 1.18152 0.2 0.3 0.3
H -6.11126 2.15022 2.58858 0.7 0.1 -1.4
C 3.39704 -1.64632 -1.52621 0.2 -2.3 -0.6
C 2.15755 -0.56391 0.14403 -2.5 4.1 0.4
N 2.97078 -1.42798 -0.19115 1.7 -1.9 0.4
H 3.80560 -2.73226 -1.54761 -0.9 1.2 -0.4
H 4.24129 -1.12401 -1.90847 0.9 1.1 0.4
H 2.65634 -1.46128 -2.33110 -0.3 -0.3 0.4
H 1.73386 -0.30891 1.14448 0.6 -1.2 -0.1
H 1.80878 0.30016 -0.47461 0.2 -0.7 -0.4
```
Positions in Å, forces in eV/Å.

- total charge = -1
- expectation value of S² = 0.75
- DFT total energy (hartree) = -190.39048
- multiplicity = 2
- LUMO level (alpha / beta) (eV) = 3.36 / 3.32

***

This record from the Open Molecules 2025 dataset describes a cluster of 2 separate species, C2H8N2 in total. The level of theory is ωB97M-V/def2-TZVPD.

```
12
Properties=species:S:1:pos:R:3:forces:R:3
C 3.52567 1.04496 1.46300 0.7 3.5 1.0
H 2.48143 0.81629 1.25896 0.2 -0.6 1.0
H 4.28896 0.54493 2.06086 -0.9 -0.9 -0.1
H 3.67324 2.14508 1.79742 -1.1 -1.5 0.3
H 3.91030 1.28045 0.52506 1.1 -0.6 -2.1
N -1.65393 0.39769 -1.28880 0.7 2.1 -0.6
C -1.24309 -0.38603 -0.28091 0.0 -0.6 -0.5
N -1.50529 -1.63738 -0.23803 -1.2 0.5 1.5
H -1.50946 1.39226 -1.13540 0.1 -0.5 -0.5
H -2.10414 0.12262 -2.15849 0.1 -0.4 0.8
H -0.59934 0.12296 0.46621 -0.9 0.2 0.0
H -1.72185 -1.70037 0.78056 1.2 -1.3 -0.5
```
Positions in Å, forces in eV/Å.

- DFT total energy (hartree) = -190.44625
- LUMO level (eV) = 0.78

***

This record from the Open Molecules 2025 dataset describes a cluster of 2 separate species, C2H8N2 in total. The level of theory is ωB97M-V/def2-TZVPD.

```
12
Properties=species:S:1:pos:R:3:forces:R:3
N 2.49685 0.82772 -0.41683 0.1 0.7 -0.1
H 2.45926 0.78200 -1.42417 0.2 -0.3 -0.2
H 1.62926 1.28278 -0.16752 -0.1 -0.1 0.3
H 2.46769 -0.10041 -0.03158 -0.2 -0.3 -0.1
C -1.15795 0.47934 -0.61415 -0.9 0.3 0.4
C -1.17868 -1.19413 0.96262 0.3 -0.1 0.6
N -0.46270 -0.35886 0.35706 0.1 0.3 -0.7
H -0.65282 0.60483 -1.56771 0.3 -0.5 0.0
H -1.30270 1.51006 -0.27276 0.2 -0.1 0.4
H -2.16377 0.07079 -0.76203 0.0 0.2 -0.4
H -2.27039 -1.25232 0.89878 0.0 -0.1 -0.3
H -0.68445 -1.86835 1.65671 -0.1 0.0 0.1
```
Positions in Å, forces in eV/Å.

- DFT total energy (hartree) = -190.46967
- LUMO level (eV) = 1.04

***

This record from the Open Molecules 2025 dataset describes a cluster of 2 separate species, C2H8N2 in total. The level of theory is ωB97M-V/def2-TZVPD.

```
12
Properties=species:S:1:pos:R:3:forces:R:3
C -3.49989 0.78702 -3.26331 0.3 0.5 0.0
N -2.20169 0.71758 -3.90163 -0.5 -0.8 -0.2
H -3.62521 -0.03872 -2.56390 0.1 0.0 -0.1
H -4.29574 0.72631 -4.00399 -0.1 0.0 0.0
H -3.63507 1.71588 -2.69579 -0.1 -0.1 0.1
H -1.51049 0.16338 -3.44109 0.3 0.2 0.1
H -1.88814 1.49767 -4.44115 0.2 0.2 0.2
C 3.89124 -1.38019 4.62646 0.2 1.3 1.6
N 4.95898 -1.17237 5.29585 1.0 0.2 -2.7
H 3.87153 -1.85120 3.65083 -0.1 -1.2 0.4
H 2.99360 -0.94270 5.07557 -0.5 0.3 -1.1
H 4.94088 -0.22264 5.66215 -0.6 -0.6 1.8
```
Positions in Å, forces in eV/Å.

- DFT total energy (hartree) = -190.42557
- LUMO level (eV) = 1.00

***

This record from the Open Molecules 2025 dataset describes a cluster of 2 separate species, C2H8N2 in total. The level of theory is ωB97M-V/def2-TZVPD.

```
12
Properties=species:S:1:pos:R:3:forces:R:3
N -2.13817 0.08017 0.35716 -0.7 -1.9 -0.3
H -1.23529 -0.42808 0.29516 -0.6 0.7 -0.4
H -2.66123 -0.10043 -0.54594 0.9 0.3 1.3
H -2.59078 -0.58424 1.02296 -0.1 0.9 -0.4
C 1.25996 0.76620 0.67304 -0.5 0.2 -1.5
C 0.80158 -0.83493 -1.05028 0.0 0.6 0.0
N 0.71328 -0.53394 0.17518 -0.1 0.0 0.4
H 0.55956 1.52379 1.04506 -0.8 -1.1 0.3
H 1.95397 0.55249 1.45503 0.6 -0.1 0.4
H 1.69569 1.39818 -0.11405 0.6 -0.6 -0.2
H 1.20479 -0.09965 -1.71493 0.6 0.5 -0.8
H 0.43664 -1.73956 -1.59840 0.1 0.4 1.3
```
Positions in Å, forces in eV/Å.

- DFT total energy (hartree) = -190.45475
- LUMO level (eV) = 1.13

***

This record from the Open Molecules 2025 dataset describes a cluster of 2 separate species, C2H8N2 in total. The level of theory is ωB97M-V/def2-TZVPD.

```
12
Properties=species:S:1:pos:R:3:forces:R:3
N 1.83197 1.52627 -1.90995 -0.3 1.0 0.6
H 2.41384 2.31932 -1.68135 -0.1 -0.4 -0.1
H 1.97634 0.71668 -1.34338 0.3 -0.2 -0.4
H 1.55248 1.47090 -2.86714 0.2 -0.5 -0.1
C -1.76147 -1.30436 1.68890 -0.1 -0.2 0.0
C -0.60884 -1.01768 1.09377 0.5 -0.4 0.0
N -0.40456 -0.00319 0.20326 -0.6 1.0 0.0
H -2.68237 -0.80724 1.39756 0.1 -0.1 0.2
H -1.76051 -2.10314 2.41739 -0.3 0.1 0.0
H 0.28055 -1.58129 1.36364 0.0 0.0 -0.1
H -1.11783 0.70210 0.15306 -0.1 0.0 -0.2
H 0.28042 0.08163 -0.51575 0.3 -0.4 0.1
```
Positions in Å, forces in eV/Å.

- DFT total energy (hartree) = -190.47392
- LUMO level (eV) = 0.94

***

This record from the Open Molecules 2025 dataset describes a cluster of 2 separate species, C2H8N2O in total. The level of theory is ωB97M-V/def2-TZVPD.

```
13
Properties=species:S:1:pos:R:3:forces:R:3
C -0.75355 0.52097 -0.17464 0.2 0.5 -1.8
C 0.54548 0.75887 -0.37744 0.9 -0.8 1.7
N 1.56230 0.46404 0.53803 0.5 0.4 -0.4
N -1.63187 0.83964 -1.31448 -0.1 -0.1 1.1
H -1.13271 0.18259 0.77763 -0.2 0.0 0.0
H 0.99544 1.06669 -1.30735 -0.7 0.1 -0.3
H 1.40108 0.46707 1.53809 -0.4 0.0 0.0
H 2.42656 0.98508 0.34437 -0.1 -0.2 0.0
H -2.19916 1.61690 -0.98328 -0.2 -0.1 -0.4
H -2.26271 0.06768 -1.52998 0.1 0.2 0.2
H 0.97408 -2.77603 0.81601 -0.8 -0.1 0.3
H 0.05004 -1.63259 0.69822 -0.3 0.1 0.0
O 0.02502 -2.56089 0.97482 1.2 -0.1 -0.3
```
Positions in Å, forces in eV/Å.

- total charge = -1
- expectation value of S² = 0.75
- DFT total energy (hartree) = -265.67233
- multiplicity = 2
- LUMO level (alpha / beta) (eV) = 4.12 / 4.06